1.
Here is a cluster of 10 separate species, C33H70NO15 in total from the OMol25 dataset. Energies are from ωB97M-V with the def2-TZVPD basis set.

E_HOMO (eV): -11.6
Total charge: +1
Electronic energy (eV): -67541.8151
LUMO (Eh): -0.05450

Last column: Mulliken charge in e.
Cartesian coordinates (Å):
N (-0.23182, -0.30491, 0.14966)  1.920
H (-0.33982, -1.28791, 0.57666)  0.244
H (-0.60282, 0.49909, 0.72366)  -0.340
H (-1.00282, -0.39391, -0.53234)  -0.363
H (0.74318, 0.05809, -0.05234)  -0.241
O (1.92218, 0.35309, -5.44334)  -0.582
C (1.78218, 1.57409, -5.46634)  0.829
O (1.31718, 2.30209, -4.43734)  -0.389
C (1.04818, 1.78409, -3.11134)  0.883
C (1.18618, 2.96009, -2.10234)  -1.439
C (1.83118, 2.43409, -6.75634)  -1.035
H (1.61018, 0.96909, -2.72834)  -0.221
H (-0.05582, 1.25609, -3.14834)  -0.407
H (1.23518, 2.64009, -0.99634)  -0.410
H (0.32118, 3.79909, -2.04434)  0.139
H (1.84018, 3.52609, -2.31134)  1.699
H (0.80518, 2.61109, -7.23634)  0.244
H (2.61818, 1.91809, -7.39134)  0.327
H (2.38718, 3.40709, -6.56934)  0.308
O (1.60518, -1.18191, 2.81166)  -0.115
C (1.69418, -1.25891, 4.01266)  0.483
O (1.10018, -2.06291, 4.87166)  -0.335
C (0.30718, -3.19691, 4.43866)  0.000
C (-0.11782, -3.97691, 5.67166)  -1.336
C (2.67118, -0.33691, 4.59366)  -0.848
H (1.02618, -3.83891, 3.81666)  0.234
H (-0.41182, -2.88391, 3.85866)  0.258
H (0.80418, -4.40991, 6.20966)  0.324
H (-0.66682, -4.86891, 5.22166)  0.350
H (-0.78982, -3.49991, 6.34066)  0.349
H (2.55718, 0.50109, 3.87966)  -0.135
H (3.66218, -0.85791, 4.78566)  0.227
H (2.32918, -0.15691, 5.54366)  0.502
O (0.77118, -2.63691, -1.14634)  -0.238
C (0.83418, -3.78391, -1.61834)  0.357
O (1.45518, -4.79691, -1.13234)  -0.351
C (2.22518, -4.69191, 0.00766)  0.327
C (3.27118, -5.88791, 0.10466)  -1.866
C (0.07018, -4.12191, -2.98934)  -0.761
H (1.41418, -4.84891, 0.77566)  0.413
H (2.88618, -3.77391, -0.01234)  -0.070
H (3.68418, -5.77391, 0.88666)  0.709
H (3.88418, -5.92091, -0.70234)  0.378
H (2.76318, -6.94491, 0.22466)  0.321
H (-0.07882, -3.08791, -3.33934)  -0.045
H (-0.81182, -4.67091, -2.63434)  0.320
H (0.70018, -4.60191, -3.69434)  0.407
O (-1.60682, 2.44509, -0.22534)  0.303
C (-2.33582, 3.27109, -0.81234)  0.636
O (-2.19982, 4.60509, -0.63834)  -0.371
C (-1.17582, 5.24409, 0.15266)  0.315
C (-1.22382, 6.82509, 0.00666)  -1.333
C (-3.57382, 2.91009, -1.58734)  -1.165
H (-0.29882, 4.76709, -0.28834)  0.058
H (-1.24182, 4.89209, 1.04566)  0.038
H (-2.19182, 7.11109, 0.37466)  0.394
H (-1.04482, 7.15009, -1.13234)  0.274
H (-0.59582, 7.20109, 0.79266)  0.380
H (-3.70582, 3.48609, -2.48334)  0.439
H (-4.60782, 2.81009, -1.06034)  0.329
H (-3.49282, 1.91709, -1.98034)  -0.076
O (3.12318, 0.12109, -0.57234)  -0.500
C (3.84118, -0.80391, -0.06834)  0.702
O (4.45818, -1.81491, -0.76034)  -0.302
C (4.14318, -1.88591, -2.16034)  -0.136
C (4.79818, -3.26191, -2.57034)  -1.053
C (4.41318, -0.73391, 1.33066)  -1.081
H (4.61918, -1.00791, -2.52434)  0.498
H (3.12418, -1.87691, -2.26134)  0.048
H (4.86818, -3.20391, -3.72334)  0.364
H (4.11218, -4.23091, -2.32334)  0.114
H (5.93818, -3.46691, -2.49234)  0.320
H (5.33818, -0.60591, 1.28466)  0.813
H (4.14618, -1.75091, 1.66366)  0.260
H (3.80618, -0.03591, 1.98966)  -0.139
O (-2.15082, -0.49591, 2.53866)  -0.596
C (-2.53282, -0.17891, 3.62566)  0.676
O (-3.14382, 0.97109, 4.10966)  -0.414
C (-2.95182, 2.03309, 3.09766)  1.163
C (-3.32382, 3.32409, 3.65366)  -1.703
C (-2.56782, -1.21891, 4.88666)  -0.818
H (-3.55582, 1.81109, 2.28066)  -0.028
H (-1.85882, 2.05809, 2.90566)  -0.257
H (-2.66182, 3.97109, 3.16266)  0.255
H (-3.00482, 3.35109, 4.63066)  0.473
H (-4.37782, 3.45809, 3.55766)  0.432
H (-2.98682, -2.26891, 4.49766)  0.226
H (-3.23082, -1.05391, 5.67366)  0.489
H (-1.50482, -1.33291, 5.17866)  0.028
C (2.70018, 3.26409, 1.38266)  -0.382
C (1.57418, 3.14909, 2.27066)  0.904
O (0.93418, 1.98609, 2.46266)  -0.443
C (0.91118, 4.36409, 3.02966)  -1.405
H (2.36818, 3.98509, 0.40966)  0.168
H (2.88518, 2.28509, 1.02366)  -0.193
H (3.44618, 3.61709, 2.07466)  0.425
H (1.51518, 4.56709, 4.03766)  0.356
H (0.04718, 4.28909, 3.53466)  0.346
H (0.83418, 5.28209, 2.31366)  0.250
C (-2.93482, -1.96891, -4.32034)  -1.061
C (-2.06082, -0.71591, -4.05134)  1.018
O (-1.95582, -0.33591, -2.79334)  -0.239
C (-1.24382, -0.13791, -5.21134)  -2.452
H (-3.97582, -1.64291, -4.17334)  0.391
H (-2.79882, -2.87791, -3.64834)  0.178
H (-2.85182, -2.12591, -5.61134)  0.269
H (-0.75882, 0.71509, -5.07834)  0.484
H (-1.78282, -0.26691, -5.99334)  0.725
H (-0.40682, -0.70691, -5.33434)  0.652
C (-5.05082, -2.56291, -0.01834)  -1.302
C (-3.97382, -1.56891, -0.22734)  0.547
O (-2.73282, -1.94691, -0.48634)  -0.276
C (-4.33082, -0.02891, -0.16534)  -0.655
H (-5.12582, -2.78791, 1.10666)  0.274
H (-4.79882, -3.58491, -0.67434)  0.243
H (-6.08582, -2.24491, -0.34134)  0.390
H (-4.96282, 0.04509, 0.74766)  0.475
H (-4.96582, 0.33409, -0.96334)  0.650
H (-3.25382, 0.58409, 0.01366)  -0.417

***

2.
Here is a cluster of 10 separate species, C33H70NO15 in total from the OMol25 dataset. Energies are from ωB97M-V with the def2-TZVPD basis set.

E_HOMO (eV): -12.0
Total charge: +1
Electronic energy (eV): -67540.3000
LUMO (Eh): -0.06061

Last column: Mulliken charge in e.
Cartesian coordinates (Å):
N (-0.11118, -0.15493, -0.47618)  1.284
H (-1.03718, 0.18507, -0.90318)  -0.320
H (0.47382, -0.68993, -1.07218)  0.152
H (-0.46118, -0.75593, 0.30882)  0.047
H (0.21182, 0.52607, 0.12982)  -0.431
O (-1.60518, 1.59307, 1.41282)  0.278
C (-1.64018, 2.39607, 2.33282)  0.331
O (-0.92218, 2.23507, 3.46882)  -0.331
C (-0.00518, 1.18007, 3.63882)  0.970
C (1.06382, 1.53107, 4.73382)  -1.650
C (-2.47018, 3.57807, 2.35382)  -1.229
H (0.38082, 0.98907, 2.55482)  -0.415
H (-0.60218, 0.19107, 3.88982)  0.141
H (1.57982, 0.62307, 4.95282)  0.382
H (0.61782, 1.75907, 5.56382)  0.699
H (1.83582, 2.38607, 4.50382)  0.138
H (-2.40618, 3.91207, 3.27082)  0.802
H (-3.50618, 3.16107, 1.85782)  0.039
H (-2.07918, 4.35607, 1.77482)  0.106
O (-2.64518, -2.11393, 2.62282)  -0.557
C (-3.02018, -3.21493, 2.06782)  0.894
O (-2.31718, -4.10993, 1.46082)  -0.294
C (-0.90518, -4.04293, 1.68982)  0.906
C (-0.24818, -5.12593, 0.92482)  -0.858
C (-4.53818, -3.57693, 2.06682)  -1.580
H (-0.73918, -4.04993, 2.93182)  0.250
H (-0.58818, -2.94093, 1.34182)  -0.544
H (0.86082, -4.87493, 0.82182)  0.139
H (-0.34618, -5.04793, -0.13318)  0.029
H (-0.24018, -6.15793, 1.51182)  0.302
H (-4.69718, -4.26393, 2.87482)  0.437
H (-4.92818, -4.02993, 1.27382)  0.492
H (-5.27218, -2.82493, 2.35482)  0.337
O (2.75282, 0.12207, -1.47718)  -0.327
C (3.59882, 0.56607, -2.28918)  0.573
O (3.31282, 0.98807, -3.49718)  -0.343
C (1.99982, 0.92507, -3.86118)  0.054
C (1.78482, 1.00707, -5.48818)  -1.194
C (4.98582, 0.97607, -1.81518)  -1.090
H (1.21682, 1.71807, -3.52818)  0.184
H (1.40982, 0.03107, -3.85518)  0.122
H (2.39782, 0.32807, -6.01418)  0.407
H (2.08482, 2.16307, -5.60918)  0.302
H (0.63482, 0.83607, -5.86018)  0.243
H (5.17882, 0.24307, -0.98018)  0.215
H (4.93082, 1.83907, -1.28818)  0.401
H (5.73782, 0.52407, -2.44618)  0.392
O (-1.22818, 1.33107, -3.02518)  -0.531
C (-2.42118, 1.56407, -3.00318)  0.665
O (-2.93118, 2.61807, -2.42618)  -0.338
C (-2.14018, 3.44907, -1.47718)  0.986
C (-3.02118, 4.65607, -1.10718)  -1.690
C (-3.45918, 0.75007, -3.64718)  -0.570
H (-1.23418, 3.75607, -1.92518)  0.253
H (-1.97518, 2.94107, -0.56718)  -0.443
H (-3.85318, 4.43807, -0.61918)  0.465
H (-3.36618, 5.00107, -2.17118)  0.350
H (-2.58018, 5.54307, -0.60918)  0.353
H (-3.08418, -0.39393, -4.06618)  0.101
H (-3.76418, 1.23507, -4.64518)  0.443
H (-4.33518, 0.71807, -2.77118)  0.046
O (-3.27718, -0.68293, -0.41818)  0.022
C (-4.43918, -0.36393, -0.21818)  0.395
O (-5.41218, -0.81893, -1.06118)  -0.391
C (-5.19818, -1.92793, -1.88118)  -0.051
C (-6.54918, -2.32893, -2.56218)  -1.535
C (-4.94718, 0.49307, 0.90882)  -1.209
H (-4.98218, -2.78993, -1.51218)  0.580
H (-4.28718, -1.63693, -2.38518)  0.178
H (-6.61318, -3.19093, -3.33818)  0.297
H (-6.98318, -1.43393, -2.97818)  0.350
H (-7.47918, -2.38193, -2.03018)  0.371
H (-5.48618, 1.33507, 0.60382)  0.479
H (-4.19518, 0.96507, 1.68882)  -0.102
H (-5.62018, -0.05793, 1.48182)  0.503
O (4.65682, 2.93607, 2.70082)  -0.637
C (4.67782, 1.71607, 2.43882)  0.302
O (5.81882, 0.91607, 2.18982)  -0.243
C (7.05482, 1.46307, 2.41982)  -0.390
C (7.80982, 1.32207, 1.13782)  -0.751
C (3.41882, 0.88807, 2.17782)  -0.333
H (7.48682, 0.86107, 3.19482)  0.305
H (6.95782, 2.50507, 2.62382)  0.362
H (8.65782, 2.04007, 0.98882)  0.373
H (7.12082, 1.92607, 0.33782)  0.041
H (7.93182, 0.21807, 0.78082)  0.248
H (2.64082, 1.27107, 1.65482)  0.108
H (3.19582, 0.53607, 3.04982)  0.558
H (3.82882, 0.19707, 1.48782)  -0.007
C (2.21082, -3.31993, 3.45682)  -1.577
C (2.25382, -2.41393, 2.21182)  0.947
O (1.36582, -1.36493, 2.08782)  -0.288
C (3.24982, -2.61593, 1.02882)  -0.853
H (1.28482, -3.53593, 4.05782)  0.261
H (2.85582, -2.94893, 4.20382)  0.548
H (2.80382, -4.23493, 3.45282)  0.488
H (2.83482, -3.51493, 0.52882)  0.247
H (4.16282, -3.20193, 1.44182)  0.409
H (3.41882, -1.84493, 0.50082)  -0.051
C (2.06582, 4.61407, -0.78318)  -1.047
C (1.41682, 3.96407, 0.57182)  1.095
O (0.66882, 2.90907, 0.51682)  -0.271
C (1.44382, 4.78607, 1.81582)  -1.766
H (2.72282, 3.91807, -1.25818)  0.211
H (2.63582, 5.62307, -0.56918)  0.311
H (1.30982, 4.53307, -1.42918)  0.323
H (2.40482, 5.00407, 2.01382)  0.640
H (1.19882, 4.22607, 2.46382)  0.210
H (0.91982, 5.75807, 1.86082)  0.320
C (-0.23918, -4.57793, -3.86818)  -1.794
C (-0.75218, -3.89293, -2.55018)  0.592
O (-0.07718, -3.09093, -1.89518)  -0.317
C (-2.10518, -4.18093, -2.14518)  -0.372
H (-0.59618, -4.14893, -4.71218)  0.455
H (-0.46118, -5.60193, -3.76718)  0.430
H (0.76782, -4.67393, -4.11018)  0.452
H (-2.81918, -3.92993, -3.00818)  0.387
H (-2.53918, -3.42793, -1.52618)  -0.124
H (-2.52118, -5.28893, -2.11118)  0.336

***

Energy relative to the best compared isomer or geometry (same formula, charge and spin) per entry: 0.00 34.94 kcal/mol